One molecule with the formula C5H8Br2O2S at a distorted geometry, computed with ωB97M-V with the def2-TZVPD basis set.

Values from the calculation:
Energy above the lowest of the compared OMol25 structures with the same formula, charge and spin ... 46.8 kcal per mole
E_HOMO ... -9.49 eV
Kohn-Sham gap ... 8.90 eV
LUMO level ... -0.597 eV

Structure (ORCA input):
```
! wB97M-V def2-TZVPD RIJCOSX def2/J DEFGRID3
* xyz 0 1
C -0.5690 1.6276 0.1310
C -1.6351 0.5860 0.3333
C -1.2923 -0.6848 -0.3450
C 0.8457 -0.8404 0.3361
C 1.6778 -1.3943 -0.7543
O 2.0535 1.4482 -0.2132
O 1.1708 1.1070 2.0692
S 1.0436 0.9099 0.6538
Br -3.3613 1.2886 -0.4293
Br -2.1937 -2.2363 0.2398
H -0.4488 1.9040 -0.9146
H -0.7371 2.5157 0.7362
H -1.8571 0.4231 1.3911
H -1.1672 -0.6720 -1.4182
H 0.7333 -1.4074 1.2473
H 2.7109 -1.4740 -0.4001
H 1.6804 -0.7137 -1.6058
H 1.3455 -2.3871 -1.0573
*
```